{"formula": "C5H14", "method": "ωB97M-V/def2-TZVPD", "elements": ["C", "C", "H", "H", "H", "H", "H", "H", "C", "C", "C", "H", "H", "H", "H", "H", "H", "H", "H"], "xyz": [[2.4268, 0.2473, 1.0408], [2.3413, -1.2240, 0.6167], [1.9654, 0.8992, 0.3471], [1.9868, 0.3571, 2.0464], [3.5423, 0.4413, 1.0405], [3.1310, -1.9426, 0.4518], [1.7223, -1.1455, -0.2740], [1.6835, -1.8129, 1.2718], [-1.7588, 0.8971, -0.8390], [-2.8660, 0.1553, -0.0984], [-0.5653, 0.0228, -1.1044], [-1.3758, 1.7305, -0.1078], [-2.1311, 1.6600, -1.5585], [-2.4338, -0.5827, 0.5825], [-3.4209, 0.8471, 0.5771], [0.3784, 0.5992, -1.2233], [-0.5717, -0.5178, -2.0342], [-3.7766, -0.2374, -0.5779], [-0.2778, -0.3940, -0.1574]], "atomic_forces_ev_per_a": [[2.91, -1.41, 1.39], [-2.61, -0.42, -0.37], [-0.51, 0.63, -0.58], [0.35, 0.34, -0.38], [-1.17, 0.58, 0.41], [0.96, 0.72, -0.14], [0.27, -0.79, -0.52], [-0.04, 0.31, 0.23], [-0.01, 2.66, 1.60], [-1.44, 0.89, 1.18], [1.43, 1.98, -0.72], [-0.42, -1.64, -0.55], [0.16, -1.29, -0.49], [-0.14, -0.13, -0.28], [0.62, 0.07, -0.02], [-0.51, 0.55, -0.36], [-0.32, -1.16, 0.20], [0.88, -0.46, -0.78], [-0.41, -1.43, 0.16]], "multiplicity": 2, "gap_ev": [2.725, 11.363], "charge": -1, "fmax_ev_per_a": 3.5, "lumo_energy_ev": [4.21, 4.33], "e_homo_ev": [1.48, -7.03], "de_lowest_kj_mol": 139.7, "e_tot_ha": -198.779313}

{"formula": "C5H9NO", "method": "ωB97M-V/def2-TZVPD", "elements": ["C", "N", "C", "C", "C", "O", "C", "H", "H", "H", "H", "H", "H", "H", "H", "H"], "xyz": [[1.2773, 0.0209, -1.9240], [0.7727, 0.2124, -0.5748], [1.2104, -0.7082, 0.4384], [-0.2239, -0.6830, 0.0055], [-1.3248, -0.1752, 0.8548], [-2.1302, -1.0533, 1.1197], [-1.5161, 1.2316, 1.3212], [2.2970, 0.4241, -1.9954], [0.6440, 0.5767, -2.6217], [1.2969, -1.0392, -2.2161], [1.7821, -1.5814, 0.1082], [1.5210, -0.2943, 1.3962], [-0.7999, -1.6198, -0.2301], [-2.4144, 1.6167, 0.8266], [-1.7229, 1.1916, 2.3926], [-0.6691, 1.8804, 1.0988]], "atomic_forces_ev_per_a": [[-0.09, -0.13, -0.17], [-0.32, -0.26, -0.11], [0.09, -0.10, 0.25], [-0.32, -0.39, 0.48], [-0.56, -0.30, 0.42], [-0.35, 0.67, 0.50], [0.04, 0.08, 0.05], [-0.29, -0.09, 0.12], [0.08, -0.15, 0.06], [0.02, 0.10, -0.03], [-0.18, 0.16, 0.09], [-0.05, 0.01, -0.16], [1.81, 0.32, -1.53], [0.14, 0.01, 0.08], [0.03, 0.15, -0.07], [-0.04, -0.09, 0.02]], "gap_ev": 10.424, "fmax_ev_per_a": 2.4, "lumo_energy_ev": 0.96, "e_homo_ev": -9.46, "de_lowest_kj_mol": 256.0, "e_tot_ha": -325.840038}

{"formula": "C3H9NO3", "method": "ωB97M-V/def2-TZVPD", "elements": ["C", "C", "C", "O", "O", "N", "H", "H", "H", "H", "H", "H", "H", "H", "H", "O"], "xyz": [[0.9813, 1.3684, 0.2485], [1.0465, -0.0616, 0.8217], [-0.2692, -0.5708, 1.2964], [-0.9246, 0.1288, 2.2268], [-0.7914, -1.5299, 0.7733], [0.4149, 1.2857, -1.1059], [1.9294, 1.8991, 0.2750], [0.2544, 1.8972, 0.9021], [1.6757, -0.0283, 1.7261], [1.5685, -0.6956, 0.1131], [-1.7634, -0.3023, 2.4570], [0.6905, 2.0288, -1.7296], [-0.5913, 1.2361, -1.0651], [-1.9347, -2.3386, -1.7086], [-0.6915, -2.0341, -2.6268], [-1.5950, -2.2829, -2.6040]], "atomic_forces_ev_per_a": [[-1.89, -0.10, 0.21], [1.52, 1.28, 1.35], [-1.10, -1.25, -1.87], [0.58, 0.80, 0.70], [-0.04, -0.25, 0.29], [0.50, -0.16, 0.03], [0.07, -0.25, -0.14], [0.73, 0.18, -0.13], [0.01, 0.09, -0.12], [-0.58, -0.41, -0.03], [0.26, -0.17, -0.38], [-0.03, 0.14, 0.16], [-0.08, 0.05, -0.15], [0.59, 0.16, 0.21], [1.14, 0.37, 0.58], [-1.69, -0.48, -0.71]], "gap_ev": 10.125, "fmax_ev_per_a": 2.5, "lumo_energy_ev": 0.60, "e_homo_ev": -9.53, "de_lowest_kj_mol": 87.9, "e_tot_ha": -400.188028}

> Which formula does entry 2 have?

C5H9NO

Please write out number 1 again, unchanged.
{"formula": "C5H14", "method": "ωB97M-V/def2-TZVPD", "elements": ["C", "C", "H", "H", "H", "H", "H", "H", "C", "C", "C", "H", "H", "H", "H", "H", "H", "H", "H"], "xyz": [[2.4268, 0.2473, 1.0408], [2.3413, -1.2240, 0.6167], [1.9654, 0.8992, 0.3471], [1.9868, 0.3571, 2.0464], [3.5423, 0.4413, 1.0405], [3.1310, -1.9426, 0.4518], [1.7223, -1.1455, -0.2740], [1.6835, -1.8129, 1.2718], [-1.7588, 0.8971, -0.8390], [-2.8660, 0.1553, -0.0984], [-0.5653, 0.0228, -1.1044], [-1.3758, 1.7305, -0.1078], [-2.1311, 1.6600, -1.5585], [-2.4338, -0.5827, 0.5825], [-3.4209, 0.8471, 0.5771], [0.3784, 0.5992, -1.2233], [-0.5717, -0.5178, -2.0342], [-3.7766, -0.2374, -0.5779], [-0.2778, -0.3940, -0.1574]], "atomic_forces_ev_per_a": [[2.91, -1.41, 1.39], [-2.61, -0.42, -0.37], [-0.51, 0.63, -0.58], [0.35, 0.34, -0.38], [-1.17, 0.58, 0.41], [0.96, 0.72, -0.14], [0.27, -0.79, -0.52], [-0.04, 0.31, 0.23], [-0.01, 2.66, 1.60], [-1.44, 0.89, 1.18], [1.43, 1.98, -0.72], [-0.42, -1.64, -0.55], [0.16, -1.29, -0.49], [-0.14, -0.13, -0.28], [0.62, 0.07, -0.02], [-0.51, 0.55, -0.36], [-0.32, -1.16, 0.20], [0.88, -0.46, -0.78], [-0.41, -1.43, 0.16]], "multiplicity": 2, "gap_ev": [2.725, 11.363], "charge": -1, "fmax_ev_per_a": 3.5, "lumo_energy_ev": [4.21, 4.33], "e_homo_ev": [1.48, -7.03], "de_lowest_kj_mol": 139.7, "e_tot_ha": -198.779313}